No. 1
A structure of composition C16H9Cl3N2O4SSiV at a distorted geometry. Source: the Open Molecules 2025 dataset; level of theory: ωB97M-V/def2-TZVPD.

HOMO energy (alpha / beta) in eV: -5.210 / -5.542
Strongest force on any atom in Eh/bohr: 0.0203
Charge: -1
2S+1: 3
E_LUMO (alpha / beta) in eV: 2.2 / 2.1
Gap between HOMO and LUMO (alpha / beta) in eV: 7.44 / 7.66
Energy in eV: -109885.6366

CARTESIAN COORDINATES (ANGSTROEM)
V  0.860  -0.739  0.421
O  4.065  1.000  -1.138
C  3.115  0.712  -0.455
O  2.734  -0.501  -0.078
C  2.253  1.791  0.202
C  2.587  3.111  0.421
C  1.825  3.818  1.349
C  0.842  3.179  2.097
C  0.591  1.849  1.820
N  1.216  1.257  0.820
C  -0.125  0.822  2.692
O  -0.879  1.188  3.569
O  0.207  -0.401  2.376
H  3.444  3.536  -0.081
H  2.058  4.858  1.548
H  0.324  3.658  2.916
S  -1.065  -0.614  -3.721
C  0.630  -0.631  -3.953
C  1.308  -0.656  -2.773
C  0.453  -0.644  -1.613
C  -0.850  -0.615  -2.020
C  -1.910  -0.714  -1.027
C  -3.271  -0.747  -1.301
C  -4.163  -0.888  -0.259
C  -3.683  -0.995  1.037
C  -2.316  -0.947  1.238
N  -1.441  -0.800  0.235
H  1.039  -0.636  -4.952
H  2.388  -0.693  -2.723
H  -3.607  -0.672  -2.328
H  -5.228  -0.921  -0.457
H  -4.340  -1.120  1.886
H  -1.881  -1.037  2.223
Cl  -0.733  -4.038  1.774
Si  0.766  -3.225  0.475
Cl  0.309  -4.237  -1.348
Cl  2.478  -4.305  1.126

No. 2
A structure of composition C16H9F3IN10Sc. Source: the Open Molecules 2025 dataset; level of theory: ωB97M-V/def2-TZVPD.

HOMO energy in eV: -8.809
Strongest force on any atom in Eh/bohr: 0.0126
Charge: 0
2S+1: 1
E_LUMO in eV: -1.0
Gap between HOMO and LUMO in eV: 7.78
Energy in eV: -68591.4540

CARTESIAN COORDINATES (ANGSTROEM)
Sc  1.970  0.943  0.503
N  4.752  3.164  0.068
C  4.988  1.817  -0.077
N  6.168  1.298  -0.309
N  5.930  -0.044  -0.385
N  4.694  -0.303  -0.214
N  4.030  0.885  0.000
C  3.488  3.695  0.161
N  3.185  4.942  -0.078
N  1.825  4.995  0.096
N  1.355  3.856  0.417
N  2.410  2.972  0.497
H  5.508  3.793  -0.145
F  -7.286  -1.372  -1.115
C  -7.012  -0.275  -0.383
F  -7.573  0.766  -1.026
F  -7.647  -0.410  0.792
C  -5.530  -0.083  -0.211
C  -4.743  0.072  -1.347
C  -3.379  0.249  -1.221
C  -2.786  0.274  0.045
C  -3.585  0.121  1.176
C  -4.954  -0.058  1.047
C  -1.367  0.459  0.181
C  -0.165  0.609  0.316
H  -5.201  0.057  -2.328
H  -2.760  0.378  -2.099
H  -3.127  0.146  2.155
H  -5.571  -0.175  1.927
I  2.998  -1.063  2.811
C  2.448  -2.166  1.138
C  2.550  -3.542  1.133
C  2.088  -4.199  0.004
C  1.537  -3.470  -1.037
C  1.483  -2.095  -0.927
N  1.952  -1.449  0.143
H  2.969  -4.074  1.974
H  2.151  -5.278  -0.054
H  1.153  -3.955  -1.922
H  1.054  -1.480  -1.706

No. 3
A structure of composition C16H9MoN4O4S3Se at a distorted geometry. Source: the Open Molecules 2025 dataset; level of theory: ωB97M-V/def2-TZVPD.

HOMO energy (alpha / beta) in eV: -10.739 / -10.793
Strongest force on any atom in Eh/bohr: 0.0248
Charge: +1
2S+1: 3
E_LUMO (alpha / beta) in eV: -6.2 / -5.7
Gap between HOMO and LUMO (alpha / beta) in eV: 4.57 / 5.08
Energy in eV: -130584.2110

CARTESIAN COORDINATES (ANGSTROEM)
Mo  2.569  0.364  0.272
O  0.970  -0.346  1.305
C  0.757  -1.183  2.196
C  1.793  -1.959  2.785
C  1.496  -2.888  3.790
C  2.526  -3.607  4.324
C  3.841  -3.445  3.903
C  4.145  -2.531  2.910
C  3.117  -1.792  2.356
O  3.401  -0.894  1.381
N  2.229  -4.597  5.393
O  3.168  -5.211  5.838
O  1.073  -4.705  5.729
H  -0.278  -1.310  2.523
H  0.484  -3.041  4.144
H  4.614  -4.044  4.365
H  5.158  -2.385  2.563
Se  6.631  1.763  -1.946
C  5.222  1.246  -1.141
N  4.219  0.891  -0.585
S  -3.125  5.348  -1.543
C  -2.140  4.062  -1.555
S  -0.602  4.153  -0.720
C  -0.257  2.549  -1.227
N  -1.156  1.973  -1.928
N  -2.222  2.796  -2.125
C  -3.292  2.227  -2.929
C  -4.480  2.906  -3.150
C  -5.467  2.310  -3.928
C  -5.283  1.057  -4.480
C  -4.089  0.387  -4.249
C  -3.095  0.962  -3.479
S  1.267  1.775  -0.903
H  -4.653  3.879  -2.728
H  -6.390  2.850  -4.096
H  -6.059  0.603  -5.081
H  -3.924  -0.595  -4.673
H  -2.171  0.432  -3.312

No. 4
The molecule C17H11FN6OS3 at a distorted geometry. Source: the Open Molecules 2025 dataset; level of theory: ωB97M-V/def2-TZVPD.

HOMO energy in eV: -8.644
Energy above the lowest of the compared OMol25 structures with the same formula, charge and spin in kJ/mol: 0.0
Strongest force on any atom in Eh/bohr: 0.1338
Charge: 0
2S+1: 1
E_LUMO in eV: -0.6
Gap between HOMO and LUMO in eV: 8.07
Energy in eV: -64015.8686

CARTESIAN COORDINATES (ANGSTROEM)
O  -1.671  -2.149  -0.945
C  -1.354  -0.971  -0.743
N  -0.923  -0.250  -1.796
C  -0.983  -0.461  -3.074
N  -0.349  0.387  -3.859
C  -0.805  0.164  -5.132
C  -1.597  -0.928  -5.387
S  -1.887  -1.670  -3.868
C  -1.160  -0.492  0.724
N  -2.172  -0.550  1.598
C  -2.051  -0.138  2.835
S  -3.443  0.129  3.808
C  -4.292  -1.392  3.663
N  -5.472  -1.725  4.133
N  -5.680  -3.001  3.796
C  -4.753  -3.487  3.023
N  -3.829  -2.505  3.020
C  -0.952  0.385  3.374
C  0.207  0.395  2.657
C  0.114  0.036  1.260
S  1.669  0.005  0.408
C  1.588  1.564  -0.389
C  1.571  2.664  0.471
C  1.630  3.981  -0.018
C  1.605  4.185  -1.403
F  1.734  5.374  -1.970
C  1.507  3.094  -2.270
C  1.804  1.777  -1.788
H  -0.467  0.654  -1.520
H  -0.516  0.832  -5.907
H  -2.254  -1.068  -6.331
H  -4.641  -4.525  2.564
H  -2.898  -2.554  2.656
H  -0.987  0.848  4.392
H  1.134  0.778  3.127
H  1.567  2.695  1.526
H  1.687  4.830  0.592
H  1.512  3.142  -3.315
H  1.901  0.960  -2.529

No. 5
A structure of composition C17H11IN5O9Sc. Source: the Open Molecules 2025 dataset; level of theory: ωB97M-V/def2-TZVPD.

HOMO energy in eV: -8.590
Energy above the lowest of the compared OMol25 structures with the same formula, charge and spin in kJ/mol: 15.9
Strongest force on any atom in Eh/bohr: 0.0113
Charge: 0
2S+1: 1
E_LUMO in eV: -1.8
Gap between HOMO and LUMO in eV: 6.79
Energy in eV: -72481.7647

CARTESIAN COORDINATES (ANGSTROEM)
Sc  1.320  -0.468  1.116
N  1.498  -0.963  3.493
N  2.848  -0.796  3.854
C  3.641  -0.064  2.955
O  4.733  0.324  3.277
O  3.058  0.088  1.785
H  0.890  -0.248  3.889
H  1.169  -1.873  3.793
H  3.055  -0.637  4.829
I  -0.827  -2.546  1.317
C  -2.296  -1.055  1.569
C  -3.601  -1.440  1.522
C  -4.602  -0.459  1.688
C  -4.252  0.843  1.892
C  -2.892  1.239  1.940
C  -2.533  2.594  2.148
C  -1.222  2.957  2.199
C  -0.211  1.979  2.038
C  -0.482  0.650  1.808
C  -1.859  0.278  1.773
H  -3.875  -2.473  1.359
H  -5.643  -0.753  1.650
H  -5.015  1.601  2.019
H  -3.320  3.329  2.262
H  -0.948  3.993  2.354
H  0.820  2.332  2.073
O  0.840  -0.426  -6.901
N  1.432  -1.122  -6.102
O  2.100  -2.096  -6.380
C  1.296  -0.777  -4.684
C  1.929  -1.545  -3.745
C  1.783  -1.221  -2.403
C  1.027  -0.101  -1.951
O  0.956  0.294  -0.745
C  0.374  0.613  -2.997
C  0.514  0.317  -4.321
N  -0.510  1.733  -2.642
O  -1.278  1.564  -1.723
O  -0.418  2.739  -3.318
N  2.461  -2.083  -1.464
O  3.310  -2.835  -1.860
O  2.184  -2.011  -0.250
H  2.524  -2.395  -4.043
H  0.023  0.918  -5.073

No. 6
The molecule C17H11N3O3S at a distorted geometry. Source: the Open Molecules 2025 dataset; level of theory: ωB97M-V/def2-TZVPD.

HOMO energy in eV: -8.906
Energy above the lowest of the compared OMol25 structures with the same formula, charge and spin in kJ/mol: 1.9
Strongest force on any atom in Eh/bohr: 0.0687
Charge: 0
2S+1: 1
E_LUMO in eV: -1.0
Gap between HOMO and LUMO in eV: 7.91
Energy in eV: -39252.0551

CARTESIAN COORDINATES (ANGSTROEM)
O  3.570  0.933  -0.600
C  2.351  0.876  -0.559
C  1.630  2.079  -1.032
C  2.179  3.370  -0.843
C  1.426  4.500  -1.154
C  0.155  4.376  -1.736
C  -0.311  3.101  -2.039
C  0.385  1.940  -1.664
S  -0.330  0.345  -1.935
C  0.383  -0.663  -0.622
C  -0.272  -1.864  -0.172
C  -1.617  -2.279  -0.786
N  -2.707  -1.936  0.119
C  -3.452  -2.810  0.896
C  -4.098  -2.026  1.831
N  -3.731  -0.699  1.669
C  -2.980  -0.629  0.585
C  0.277  -2.608  0.886
C  1.458  -2.195  1.480
C  2.172  -1.089  1.016
N  3.358  -0.786  1.710
O  3.463  0.290  2.294
O  4.219  -1.674  1.718
C  1.656  -0.296  -0.057
H  3.160  3.507  -0.425
H  1.805  5.480  -0.883
H  -0.460  5.240  -1.964
H  -1.301  3.002  -2.474
H  -1.580  -3.383  -0.828
H  -1.751  -1.882  -1.793
H  -3.446  -3.892  0.920
H  -4.652  -2.375  2.706
H  -2.588  0.278  0.136
H  -0.241  -3.469  1.296
H  1.870  -2.761  2.303